This record from the OMol25 dataset describes C23H20ClFeN7OS2Se as an isolated structure. The level of theory is the ωB97M-V functional and the def2-TZVPD basis.

Each line ends with the Löwdin charge.
Positions of all 56 atoms, in Å:
Fe -0.2214 -0.0345 -0.1940  0.073
O 1.3843 0.9892 0.6671  -0.269
N 1.3178 1.4245 1.9142  -0.219
C 2.4514 1.3738 2.6416  -0.042
C 2.5012 1.8328 3.9287  -0.073
C 1.3405 2.3754 4.4833  -0.088
C 0.1823 2.3804 3.7500  -0.101
C 0.1253 1.8559 2.4390  -0.681
S -1.2925 1.7075 1.5135  0.663
H 3.2919 0.9515 2.1128  0.133
H 3.4231 1.7606 4.4870  0.101
H 1.3538 2.7883 5.4841  0.104
H -0.7397 2.7768 4.1518  0.101
S 2.0199 3.2757 -6.4589  1.004
N 2.7393 2.1589 -5.5497  -0.220
C 1.8980 1.8614 -4.5754  -0.296
C 2.1245 0.8732 -3.5228  -0.078
C 3.2890 0.1119 -3.4164  0.012
C 3.3818 -0.8063 -2.3973  -0.023
C 2.3042 -0.9571 -1.5268  -0.081
N 1.1913 -0.2415 -1.6307  0.052
C 1.1163 0.6805 -2.5946  -0.107
C -0.1227 1.4909 -2.6212  -0.110
N -0.9857 1.2779 -1.6215  0.048
C -2.1381 1.9280 -1.6305  -0.119
C -2.4823 2.8313 -2.6378  -0.019
C -1.5806 3.0855 -3.6421  0.010
C -0.3633 2.4002 -3.6359  -0.080
C 0.6809 2.5921 -4.6407  -0.295
N 0.6276 3.4258 -5.6647  -0.220
H 4.0885 0.2572 -4.1315  0.120
H 4.2623 -1.4204 -2.2729  0.110
H 2.3201 -1.6837 -0.7240  0.080
H -2.8039 1.7208 -0.8039  0.075
H -3.4427 3.3262 -2.6075  0.112
H -1.7866 3.7948 -4.4333  0.120
Cl -2.6855 -1.1548 0.0470  0.465
C -1.3051 -1.4242 -1.1193  -0.603
H -1.7042 -1.2417 -2.1188  0.000
H -0.9865 -2.4603 -1.0147  -0.030
C -1.4448 -1.0222 3.9929  -0.031
N -1.6999 -2.2293 3.2121  -0.117
C -2.7981 -3.0543 3.3516  -0.044
C -2.6614 -4.0460 2.4517  -0.050
N -1.4809 -3.8113 1.7721  -0.125
C -0.9562 -4.6615 0.7171  -0.036
C -0.9029 -2.6797 2.2287  -0.691
Se 0.6289 -1.8383 1.6041  0.777
H -2.0895 -1.0435 4.8690  0.093
H -1.6502 -0.1379 3.3898  0.033
H -0.4008 -1.0067 4.2963  0.078
H -3.5698 -2.8614 4.0743  0.123
H -3.2878 -4.8918 2.2339  0.124
H -0.8570 -5.6818 1.0842  0.094
H 0.0188 -4.2763 0.4322  0.048
H -1.6231 -4.6421 -0.1433  0.094

Calculated values
Kohn-Sham gap (spin up / spin down): 6.1891 / 6.1042 eV
molecular weight: 644.85 u
DFT total energy: -6268.69251 Ha
HOMO level (spin up / spin down): -6.656 / -6.570 eV